163
Properties=species:S:1:pos:R:3:forces:R:3 method="wB97M-V/def2-TZVPD" spin_multiplicity=1 e_above_lowest_kj_mol=193.84 e_tot_ev=-75562.8167 homo_lumo_gap_ha=0.3344 charge=0
O 3.1441 -3.8551 3.4353 -0.255 -0.344 -0.673
O 2.1021 -0.3497 1.1343 1.196 1.175 -0.511
O -3.6303 4.2249 -1.4587 -0.808 0.565 -0.648
O 2.2036 1.5304 5.2569 -0.439 0.681 -1.202
O -1.7559 -2.7445 -4.5215 0.200 -0.410 0.037
O 0.7302 -3.7509 -3.6979 -0.653 -0.325 0.383
O 1.4788 4.7605 1.0833 0.945 0.103 0.962
O 6.1946 1.9281 0.5618 -0.771 -1.039 0.856
O -4.8513 -4.3871 1.1960 -0.199 -0.728 -0.729
O -5.0761 0.3129 1.9963 1.176 0.861 0.731
O 2.6990 0.9478 -4.4745 -0.420 -0.154 -0.531
N -4.6310 0.7916 -1.0163 -1.555 -1.529 -0.585
N -1.7264 -0.7206 3.3078 0.302 2.246 0.751
N -2.7914 -2.3534 -0.8623 -0.698 0.967 -0.835
N -0.0989 1.5590 2.2410 -1.548 1.275 -0.917
N 1.0241 -2.2285 2.7111 0.766 -0.794 0.790
N 7.4912 -0.3452 1.5549 -0.230 -0.356 0.539
N 2.0482 3.6490 -4.6325 0.617 0.159 0.085
N 0.1947 4.6295 -2.3294 -0.061 0.586 -1.428
C 5.4435 -1.3107 2.3642 -0.407 -0.169 0.470
C 0.8822 -0.9790 -0.7566 -1.022 0.400 -0.942
C -2.4564 1.7330 -0.5263 1.526 0.667 -0.167
C -3.9262 1.9869 -0.7450 0.312 0.741 0.999
C 1.8797 2.7838 -5.8233 -0.036 0.139 1.604
C 0.7887 2.1509 3.2234 1.123 -0.191 1.430
C -0.6966 -5.3766 -2.3313 -1.390 1.833 -1.072
C 3.0631 2.7546 -6.8032 -1.135 -1.631 -0.390
C 0.3102 4.1567 -0.9728 -1.328 0.413 -0.486
C 6.0418 -0.3819 1.3406 0.481 -0.719 -1.644
C 2.1702 -1.0626 -0.0654 1.043 1.014 -0.785
C 0.9122 -3.7128 2.6034 -0.858 -0.110 -0.287
C 0.8703 2.7960 -0.9781 1.586 -1.157 0.389
C -3.8357 0.4649 2.7724 -1.041 -0.237 -0.165
C 0.0593 3.2642 3.9651 -1.445 -1.208 -1.898
C -1.6617 -1.3866 -4.9642 1.200 -0.799 0.752
C -5.9851 1.3747 2.2655 -0.668 -0.456 -0.600
C -2.8266 -0.5789 -4.4787 -0.861 -1.111 1.142
C 2.4750 5.6480 1.6474 -2.271 -0.251 0.331
C -4.7002 -5.5206 2.0021 0.049 -0.214 0.934
C 1.5657 1.4098 -5.1905 -0.089 0.408 -1.076
C -4.0806 -2.9062 -0.4066 0.809 0.952 0.593
C 2.3070 -4.2651 2.3447 0.118 0.334 -0.036
C 2.3132 0.5982 6.3050 -0.147 0.659 -0.360
C -3.7724 -2.0085 3.0600 -0.863 -0.328 -1.023
C 0.2244 -4.1573 -2.4194 0.129 -0.238 1.057
C -3.6068 5.0909 -2.5879 0.851 0.961 0.936
C -3.7933 -4.2156 0.2296 0.113 -0.171 2.044
C 1.3175 1.0360 4.2211 -0.582 0.558 0.309
C -5.1638 -3.0309 -1.4291 -0.162 1.001 0.310
C 4.3951 -4.4795 3.3661 0.141 -1.252 -0.661
C 2.4670 -0.3653 -3.9910 1.442 -0.643 -1.790
C -3.0056 -0.7862 2.6134 0.163 -0.669 -0.742
C 5.6559 3.2195 0.6312 -0.769 0.362 0.096
C 1.0846 5.1906 -0.1880 0.205 -0.545 -0.109
C -4.1758 2.9890 -1.8529 0.844 0.057 0.110
C 0.0247 -3.9874 1.3365 0.544 2.188 1.228
C 5.4159 0.9845 1.3743 0.773 1.003 -0.183
H 2.8339 3.3090 -4.0912 0.011 -0.324 0.170
H 2.7416 1.0588 7.1906 0.362 0.179 -0.177
H -4.2829 2.4224 0.2022 -0.040 0.387 -0.084
H 3.3426 3.7665 -6.9874 0.378 0.623 -0.562
H -6.7534 1.3750 1.4657 0.237 -0.362 0.501
H -2.9415 -1.3333 -1.0192 0.214 -0.887 0.090
H -4.4505 -2.2714 0.3960 0.084 0.201 0.135
H -0.2912 -3.3020 -2.0142 -0.226 0.234 0.046
H -5.6263 -5.8219 2.5202 0.134 0.965 0.036
H 0.4578 -3.3423 0.5540 -0.456 -0.143 0.177
H -1.0174 -3.6749 1.5348 0.566 -0.202 -0.258
H 6.1001 -2.1748 2.4668 0.003 0.069 0.138
H 2.3971 -5.3455 2.1619 -0.526 -0.103 0.657
H 1.6927 2.6172 2.8032 -0.158 -0.170 -0.291
H -3.8805 -5.3680 2.7380 -0.395 -0.154 -0.226
H 2.9502 -0.6316 -0.6955 0.346 -0.024 0.201
H -6.4720 1.2146 3.2465 0.231 0.323 -0.357
H -5.5420 2.3663 2.1679 0.379 0.035 0.427
H -3.7276 -5.0008 -0.5209 -0.232 -0.523 0.023
H 2.7934 2.1752 -7.7401 0.136 1.016 0.798
H 1.1026 2.4824 0.0497 0.068 -0.084 -0.377
H 4.8360 -4.3708 2.3712 0.094 0.170 -0.048
H -2.8310 -4.1815 0.7935 -0.514 -0.008 -0.504
H -5.3095 -2.0880 -1.9533 -0.110 0.064 -0.052
H 0.5288 3.9780 -3.0436 -0.006 0.365 0.273
H 0.6790 1.4362 -4.5452 0.118 0.344 0.172
H -0.1927 4.0281 3.2237 0.192 0.250 0.296
H -4.7378 0.1912 -0.1853 0.196 0.565 -0.356
H -2.2823 1.0097 0.2789 -0.169 -0.044 -0.124
H -2.6792 0.4341 -4.7557 -0.072 1.071 -0.362
H -0.7337 4.1257 -0.6235 0.377 -0.100 0.635
H -3.8415 -0.9261 -4.7609 0.707 0.093 -0.285
H -4.0821 0.5937 3.8457 -0.036 0.066 -0.335
H -3.2550 1.3287 2.4312 -0.246 0.186 -0.050
H 1.6754 -0.3430 -3.2952 -0.972 -0.272 0.953
H 2.2303 -1.0728 -4.8478 0.021 0.732 0.877
H 4.4375 -1.6801 2.1819 -0.148 0.126 -0.456
H -5.2425 3.1290 -2.0887 0.120 -0.343 -0.070
H 3.3555 5.5848 1.0826 1.523 -0.197 -0.696
H -2.9439 4.6918 -3.3485 -0.022 -0.293 -0.412
H -4.8293 -2.0062 2.6746 1.009 0.025 0.650
H 7.8053 0.3778 0.9548 0.772 0.761 -0.674
H -1.2961 0.1879 2.9499 0.106 -1.374 0.447
H 0.3669 1.1501 1.4353 0.257 0.027 0.247
H -4.5599 5.4240 -3.0535 0.178 -0.638 0.587
H 0.1704 2.1025 -1.4184 -0.271 -0.216 -0.077
H -0.7105 5.0050 -2.6001 0.302 -0.239 0.282
H 0.1195 -1.8570 3.0017 0.119 0.180 0.359
H 1.0625 -4.3801 -1.7529 0.265 0.338 0.011
H 2.3649 -2.1072 0.0493 0.621 -0.881 0.588
H 4.3642 -5.5751 3.5610 -0.411 0.395 -0.086
H 1.3189 0.3017 6.5755 -0.640 -0.650 0.334
H -4.5136 -6.4254 1.4601 0.656 -0.518 -0.847
H -1.9080 1.3476 -1.4403 -0.737 0.475 0.838
H -2.8337 -0.6162 -3.3676 0.076 0.101 -0.545
H -4.9067 -3.7845 -2.1231 0.170 -0.909 -1.026
H 5.5763 3.6340 1.6657 0.082 -0.465 -0.487
H 6.3053 3.8548 0.0612 0.476 0.401 -0.221
H 1.9212 5.5237 -0.7952 0.376 0.013 -0.117
H -0.7538 -0.9352 -4.5161 -0.182 -0.068 -0.120
H 2.6295 -3.8790 1.3496 0.267 0.442 0.648
H 1.2710 0.7678 -6.0297 0.394 -0.580 0.056
H -3.5774 2.7116 -2.7334 -0.598 -0.547 -0.210
H 2.6146 5.3936 2.6941 0.134 -0.299 -0.049
H -6.0623 -3.3056 -0.9023 -0.546 -0.171 -0.041
H 5.0728 -4.0932 4.0895 0.326 0.718 0.612
H -0.7578 2.3105 1.8565 1.396 -1.365 0.698
H -5.5854 1.0633 -1.2849 0.385 -0.505 0.063
H 0.1824 -1.1542 0.0455 -0.996 -0.522 -0.258
H -0.9142 -3.2271 -4.7080 -0.743 0.747 0.314
H 0.6648 0.0209 -1.1454 0.139 -0.092 -0.020
H 4.4069 0.9308 0.9860 -0.475 0.170 0.123
H 5.3522 -0.7845 3.3239 0.311 -0.148 0.031
H -3.7142 -2.0978 4.1321 -0.325 0.098 0.572
H -1.2198 -5.3426 -1.3515 0.689 -0.392 -0.395
H 3.4104 -0.7335 -3.5528 -0.489 0.280 0.070
H -1.5158 -5.1755 -3.0707 0.572 -0.598 0.383
H 0.4056 5.9893 -0.0608 -0.657 1.525 -0.012
H -1.4702 -1.4233 -6.0226 -0.398 0.454 -0.740
H -1.9003 -0.4725 4.3076 0.058 -0.528 -0.740
H 0.4327 -4.1510 3.5443 0.751 0.332 -1.148
H -3.1008 5.9633 -2.1766 -0.142 0.384 -0.315
H 7.7198 -0.0220 2.4963 -0.239 -0.131 -0.071
H -2.7037 -2.7189 -1.8094 0.546 0.111 -0.182
H 0.6584 3.5981 4.7302 1.379 1.174 1.690
H 0.0920 -4.9688 0.9762 -0.144 -1.688 -0.216
H 2.2988 4.6191 -4.7941 -0.277 -0.002 -0.554
H 0.9770 3.1795 -6.2921 -0.017 -0.346 -0.334
H 1.3893 -4.4012 -3.9006 0.633 -0.388 -0.585
H 5.4425 1.3396 2.4210 -0.271 0.085 -0.260
H 1.8070 2.7141 -1.5898 -0.571 0.251 0.521
H -0.1691 -6.2844 -2.5605 -0.044 -0.574 0.129
H 2.1298 6.6842 1.6207 -0.147 0.098 -0.080
H 2.8965 -0.2327 5.9545 0.341 -0.758 0.188
H 1.8057 0.2492 3.6329 0.045 0.057 0.132
H 5.9275 -0.7882 0.2738 -0.043 0.351 1.372
H 0.8493 -1.7089 -1.5765 -0.409 0.214 0.300
H -3.3083 -2.9050 2.6610 0.129 -0.124 -0.061
H 0.4594 0.6081 4.7766 0.021 -0.024 -0.561
H 3.8908 2.1884 -6.3967 0.285 0.137 0.389
H -1.9776 2.6997 -0.1775 -0.425 -1.134 -0.579
H 4.6566 3.3029 0.1463 0.300 -0.272 0.374
H -0.8821 2.9205 4.4033 -0.016 -0.212 -0.022
H -2.6975 -0.8860 1.5507 -0.534 -0.024 0.261
H 1.4781 -0.8584 1.6422 -0.568 -0.879 1.038
H 1.8043 -1.9718 3.3676 -1.365 -0.440 -0.589

=====

19
Properties=species:S:1:pos:R:3:forces:R:3 method="wB97M-V/def2-TZVPD" spin_multiplicity=1 e_above_lowest_kj_mol=92.76 e_tot_ev=-8926.7672 homo_lumo_gap_ha=0.3353 charge=0
N 0.5800 -0.3613 2.5081 -1.257 -0.620 -1.496
C -0.5436 -0.7926 1.7535 1.373 1.653 1.579
C 1.5477 0.8571 -0.8411 0.547 -0.103 -1.588
C 1.4581 0.1964 1.6404 1.284 0.899 0.133
C -1.0871 -0.8489 -0.7073 -1.318 0.028 -2.607
C 1.0023 0.1903 0.3498 -1.147 0.244 1.737
C -0.3137 -0.3672 0.4776 -0.393 -1.979 -1.351
C -1.6395 0.2700 -1.7070 0.678 -0.625 1.818
H -1.9405 -1.5203 -0.5951 -0.063 0.200 1.322
H 2.5728 1.2112 -0.7593 0.068 0.043 0.476
H -2.6181 0.0261 -2.1081 0.033 -0.199 -0.147
H 0.9526 1.7023 -1.1988 -0.104 0.006 0.352
H -0.9004 0.3756 -2.4928 -0.174 0.629 -0.158
H -1.4129 -1.1132 2.2956 -0.156 -0.411 -0.300
H 0.6713 -0.3033 3.4992 -0.090 -0.174 0.256
H -0.5132 -1.5098 -1.3736 0.674 0.223 0.452
H -1.7605 1.1379 -1.0543 0.101 0.419 -0.654
H 2.3542 0.6566 2.0338 0.085 -0.126 -0.096
H 1.5904 0.1931 -1.7207 -0.142 -0.106 0.274